Entry 1:
Below is a cluster of 2 separate species, C2H2S2 in total in a non-equilibrium geometry, with properties calculated with ωB97M-V/def2-TZVPD.

Geometry as XYZ:
```
6
Properties=species:S:1:pos:R:3:forces:R:3:lowdin_charge:R:1
C 0.48018 1.22449 0.03364 -0.5 -0.9 -0.7 -0.480
C -0.26945 -1.24968 -0.04548 0.6 0.9 1.2 -0.493
S 0.38025 1.22459 1.65975 -0.2 -3.0 0.1 0.674
S -0.44851 -1.21591 -1.65016 0.2 3.3 -0.5 0.689
H 0.31621 2.47173 1.81405 0.1 3.1 0.6 -0.194
H -0.45868 -2.45521 -1.81179 -0.3 -3.4 -0.7 -0.196
```
Forces are in eV/Å.

- lowest unoccupied orbital energy (alpha / beta) (eV) = -0.367 / -0.399
- total energy (eV) = -23768.1580
- molar mass (g mol⁻¹) = 90.17
- ΔE to the lowest compared entry with this formula, charge and spin (eV) = 7.456
- gap between HOMO and LUMO (alpha / beta) (eV) = 7.8 / 7.8
- HOMO level (alpha / beta) (eV) = -8.2 / -8.2

---

Entry 2:
Below is a structure of composition C4H4N2S2 in a non-equilibrium geometry, with properties calculated with ωB97M-V/def2-TZVPD.

Geometry as XYZ:
```
12
Properties=species:S:1:pos:R:3:forces:R:3:lowdin_charge:R:1
C 0.88683 0.18545 0.01047 -4.6 -1.1 1.0 -1.168
C -2.26523 -0.44882 -0.09798 7.2 -0.8 0.8 -0.097
C -1.70733 0.94783 0.31515 0.0 -0.8 1.9 -0.281
C -0.18793 1.14230 0.45952 0.0 0.9 -1.3 -0.328
H -3.26319 -0.67816 -0.13488 -2.3 -0.5 -0.2 0.064
H -2.23504 1.21239 1.31147 0.6 0.5 -1.9 0.157
H -0.86255 2.96482 -0.59614 -1.5 -4.1 0.3 0.188
H 0.25772 1.70384 1.32345 -1.1 0.0 -0.9 0.141
N -1.37689 -1.46766 -0.10319 -4.3 2.7 -0.4 -0.353
N -1.02562 1.80673 -0.65491 2.0 2.9 1.5 0.040
S 2.42573 0.27657 -0.04371 3.3 1.0 -0.3 0.735
S 0.23443 -1.43513 -0.00130 0.8 -0.8 -0.5 0.901
```
Forces are in eV/Å.

- lowest unoccupied orbital energy (eV) = -0.693
- total energy (eV) = -28859.3706
- molar mass (g mol⁻¹) = 144.22
- ΔE to the lowest compared entry with this formula, charge and spin (eV) = 4.168
- gap between HOMO and LUMO (eV) = 8.0
- HOMO level (eV) = -8.7

---

Entry 3:
Below is the molecule CH3NOP2S in a non-equilibrium geometry, with properties calculated with ωB97M-V/def2-TZVPD.

Geometry as XYZ:
```
9
Properties=species:S:1:pos:R:3:forces:R:3:lowdin_charge:R:1
C -0.81475 -1.02860 0.62454 1.7 -1.2 -0.9 -0.544
N 0.36262 -1.55070 0.32777 -4.6 0.2 1.6 -0.552
O 0.32419 1.56717 0.56601 -2.8 -0.7 0.8 -0.870
P -1.48220 0.63953 0.44689 3.9 1.2 -1.4 0.975
P 1.69855 1.27491 -0.19115 -1.5 -0.9 -1.4 0.538
S 1.77198 -0.97002 -0.01356 2.3 1.5 -0.9 0.544
H -1.62432 -1.72814 0.83418 0.3 -0.3 0.3 0.042
H -1.33121 0.51468 -1.01929 -0.3 0.4 1.0 -0.047
H 1.09512 1.28118 -1.57538 1.0 -0.2 0.9 -0.086
```
Forces are in eV/Å.

- structure (SMILES) = c1ns[pH]o[pH]1
- lowest unoccupied orbital energy (eV) = -1.076
- total energy (eV) = -34033.8228
- molar mass (g mol⁻¹) = 139.06
- ΔE to the lowest compared entry with this formula, charge and spin (eV) = 2.712
- gap between HOMO and LUMO (eV) = 7.6
- HOMO level (eV) = -8.6

---

Entry 4:
Below is a structure of composition C43H58N10O6PTi, with properties calculated with ωB97M-V/def2-TZVPD.

Geometry as XYZ:
```
119
Properties=species:S:1:pos:R:3:forces:R:3:lowdin_charge:R:1
Ti 0.31881 -0.57953 -0.40528 0.8 0.3 -0.5 1.203
C 2.01173 -2.65994 0.53167 -0.1 0.0 -0.1 0.003
C 0.68157 -2.32905 0.87615 -0.5 -0.2 0.1 -0.214
C 0.70899 -1.13657 1.65106 0.0 -0.6 0.7 -0.240
C 2.11039 -0.83771 1.85052 -0.1 0.2 -0.2 -0.028
C 2.88413 -1.76179 1.16989 0.0 0.1 0.1 -0.043
H 2.30512 -3.47780 -0.11126 0.0 0.0 0.0 0.142
H -0.18671 -2.95794 0.74630 0.1 -0.1 0.0 0.124
H -0.08516 -0.83293 2.32489 0.0 0.0 0.0 0.089
H 2.49154 -0.00347 2.42242 0.0 0.0 0.0 0.124
H 3.96071 -1.78118 1.11249 0.0 0.0 0.0 0.130
N -4.50132 1.71939 -1.31268 0.0 -0.1 0.0 0.247
C -2.99993 1.57277 -1.18404 0.1 0.0 -0.1 -0.277
C -2.33980 1.91943 -2.51474 0.0 0.0 0.0 -0.067
C -0.80893 1.99422 -2.43954 0.0 0.0 -0.1 -0.294
N -0.16699 0.64849 -2.34504 -0.3 0.1 -0.1 0.051
C -0.33072 2.85147 -1.28118 0.0 0.0 0.1 -0.081
C -0.97210 2.46614 0.04808 0.1 0.1 0.0 -0.289
N -0.42946 1.17755 0.62198 -0.3 0.2 -0.1 0.016
C -2.49710 2.45925 -0.05739 0.0 0.0 0.0 -0.090
H -4.93082 0.93657 -1.84437 0.0 0.0 0.0 0.121
H -4.76055 2.59729 -1.76917 0.0 0.0 0.0 0.182
H -4.94304 1.70943 -0.38712 0.0 0.0 0.0 0.154
H -2.83873 0.53025 -0.92319 0.0 -0.1 0.0 0.109
H -2.67843 2.91302 -2.82771 0.0 0.0 0.0 0.145
H -2.64473 1.22465 -3.30296 0.0 0.0 0.0 0.136
H -0.47775 2.45561 -3.37278 0.0 0.0 0.0 0.162
H 0.77933 0.77467 -2.69874 0.0 0.0 0.0 0.096
H -0.60433 0.02995 -3.02652 0.0 0.0 0.0 0.111
H -0.57950 3.89449 -1.48661 0.0 0.0 0.0 0.149
H 0.75945 2.81068 -1.21995 0.0 0.0 0.0 0.108
H -0.72751 3.24266 0.77631 0.0 0.0 0.0 0.147
H -1.12814 0.84479 1.33181 0.0 0.0 0.0 0.025
H 0.36314 1.45249 1.19997 0.0 -0.1 0.0 0.080
H -2.80729 3.49431 -0.23560 0.0 0.0 0.0 0.153
H -2.92173 2.13956 0.89538 0.0 0.0 0.0 0.075
C -5.05921 1.91007 3.05947 0.0 0.0 0.0 -0.086
C -4.57220 0.46161 3.13851 0.0 0.0 0.0 -0.680
C -4.98027 -0.26574 1.84868 0.0 0.0 0.0 -0.103
C -5.25399 -0.23948 4.31520 0.0 0.0 0.0 -0.060
P -2.68600 0.37779 3.19446 0.0 0.0 0.0 1.154
C -2.42174 -1.36953 3.67513 0.0 0.1 0.0 -0.375
C -2.41778 -2.28983 2.62398 0.1 0.0 0.0 -0.149
C -2.30308 -3.65244 2.86251 0.0 0.0 0.0 -0.073
C -2.16382 -4.11833 4.16072 0.0 0.0 0.0 -0.050
C -2.15338 -3.21539 5.21511 0.0 0.0 0.0 -0.041
C -2.29261 -1.85644 4.97655 0.0 0.0 0.0 -0.084
C -1.99338 1.48743 4.54037 0.0 -0.1 0.0 -0.688
C -0.59330 0.94847 4.86440 0.0 0.0 0.0 -0.090
C -1.80457 2.87577 3.90713 0.1 0.0 0.0 -0.098
C -2.80296 1.65057 5.82959 0.0 0.0 0.0 -0.065
H -6.13790 1.91112 2.88719 0.0 0.0 0.0 0.098
H -4.59156 2.47656 2.24825 0.0 0.0 0.0 0.057
H -4.88397 2.45507 3.98471 0.0 0.0 0.0 0.072
H -6.05057 -0.13727 1.67164 0.0 0.0 0.0 0.100
H -4.78142 -1.33565 1.90996 0.0 0.0 0.0 0.077
H -4.42271 0.11652 0.98129 0.0 0.0 0.0 0.039
H -6.33704 -0.19267 4.18109 0.0 0.0 0.0 0.101
H -5.02095 0.23522 5.26640 0.0 0.0 0.0 0.076
H -4.97096 -1.29031 4.37500 0.0 0.0 0.0 0.084
H -2.51863 -1.93099 1.60416 0.0 0.0 0.0 0.074
H -2.32889 -4.35414 2.03782 0.0 0.0 0.0 0.109
H -2.07226 -5.17824 4.35321 0.0 0.0 0.0 0.118
H -2.05282 -3.57179 6.23111 0.0 0.0 0.0 0.121
H -2.30890 -1.18354 5.82111 0.0 0.0 0.0 0.095
H 0.01284 0.84405 3.95536 0.0 0.0 0.0 0.058
H -0.61409 -0.01647 5.36733 0.1 0.1 0.0 0.072
H -0.08026 1.65856 5.51551 0.0 0.0 0.0 0.100
H -1.13847 2.82740 3.03939 0.0 0.0 0.0 0.051
H -1.34198 3.54215 4.63760 0.0 0.0 0.0 0.100
H -2.74061 3.33288 3.59562 -0.1 0.0 0.0 0.070
H -3.04073 0.70868 6.31858 0.0 0.0 0.0 0.072
H -3.73817 2.18194 5.65481 0.0 0.0 0.0 0.073
H -2.22141 2.24766 6.53498 0.0 0.0 0.0 0.100
O -0.09419 -2.05538 -1.92064 0.0 0.1 0.2 -0.022
C -1.31743 -1.95026 -1.63211 0.1 0.1 0.0 -0.527
O -1.59941 -1.19921 -0.62342 0.2 0.1 0.1 -0.115
C -2.40936 -2.49173 -2.45192 0.0 0.0 -0.1 -0.085
C -3.67762 -1.97691 -2.21674 0.0 0.0 0.0 0.075
C -4.70026 -2.29354 -3.08085 0.1 0.0 -0.1 -0.087
C -4.53329 -3.17904 -4.13115 0.0 0.0 0.0 0.135
C -3.26459 -3.70350 -4.31142 0.0 0.0 0.0 -0.071
C -2.18824 -3.36434 -3.51505 0.0 0.0 0.0 0.114
N -3.03818 -4.64252 -5.44440 0.0 0.1 -0.1 -0.340
O -1.90652 -5.04743 -5.58317 -0.1 0.0 0.0 0.122
O -3.99703 -4.89430 -6.13104 0.1 0.0 0.1 0.141
N -5.99183 -1.61282 -2.88638 -0.2 -0.2 0.4 -0.309
O -6.97344 -2.09748 -3.36109 0.1 0.1 -0.1 0.199
O -5.97286 -0.58843 -2.19265 0.0 0.1 -0.2 0.020
H -3.86374 -1.33811 -1.36874 0.0 0.0 0.0 0.117
H -5.34538 -3.44496 -4.79604 0.0 0.0 0.0 0.154
H -1.21119 -3.77435 -3.73424 0.0 0.0 0.0 0.147
C 3.04876 2.08833 0.32245 0.0 0.0 0.0 0.023
C 3.18613 0.97535 -0.65216 -0.1 0.1 -0.2 -0.323
N 2.21517 0.16165 -1.07272 0.0 -0.1 0.2 -0.028
C 2.77497 -0.66291 -2.04583 0.1 -0.2 -0.1 -0.099
C 4.07798 -0.34935 -2.18927 -0.1 0.2 -0.1 0.014
N 4.32212 0.68965 -1.31409 0.0 0.0 0.0 0.014
C 5.45491 1.60392 -1.45659 0.1 0.1 0.0 -0.031
N 5.14494 2.54464 -2.49630 -0.1 0.0 0.0 -0.048
N 3.90525 3.10807 -2.51189 0.0 -0.1 0.0 0.038
N 3.79935 3.86810 -3.52925 0.0 0.0 0.0 0.085
C 4.98474 3.84046 -4.22884 0.1 -0.1 0.1 -0.221
C 5.36547 4.50772 -5.39881 0.0 0.0 0.0 0.006
C 6.63426 4.26961 -5.86423 0.0 0.0 0.0 -0.051
C 7.51662 3.39475 -5.19300 0.0 0.0 0.0 -0.045
C 7.16134 2.73463 -4.03877 0.1 0.0 0.0 -0.006
C 5.86728 2.97683 -3.57400 0.0 0.1 -0.1 -0.162
H 2.36218 1.82431 1.12316 0.0 0.0 0.0 0.059
H 2.70546 2.98720 -0.18964 0.0 0.0 0.0 0.083
H 4.00024 2.32553 0.79238 0.0 0.0 0.0 0.100
H 2.20578 -1.42244 -2.55845 0.0 0.0 0.0 0.119
H 4.83699 -0.73542 -2.84707 0.0 0.0 0.0 0.149
H 6.34366 1.03782 -1.72906 0.0 0.0 0.0 0.152
H 5.63547 2.09753 -0.50262 0.0 0.0 0.0 0.140
H 4.68619 5.18269 -5.89934 0.0 0.0 0.0 0.123
H 6.97938 4.76406 -6.76110 0.0 0.0 0.0 0.118
H 8.50838 3.24790 -5.59830 0.0 0.0 0.0 0.120
H 7.85781 2.08380 -3.52849 0.0 0.0 0.0 0.113
```
Forces are in eV/Å.

- charge = +3
- lowest unoccupied orbital energy (eV) = -9.460
- total energy (eV) = -105096.2982
- molar mass (g mol⁻¹) = 889.84
- ΔE to the lowest compared entry with this formula, charge and spin (eV) = 0.316
- gap between HOMO and LUMO (eV) = 5.3
- HOMO level (eV) = -14.8

---

Entry 5:
Below is a cluster of 3 separate species, C3H4O2S in total in a non-equilibrium geometry, with properties calculated with ωB97M-V/def2-TZVPD.

Geometry as XYZ:
```
10
Properties=species:S:1:pos:R:3:forces:R:3:lowdin_charge:R:1
C 1.55981 -0.19884 -0.81628 1.5 -1.8 -4.2 -0.156
C 1.17707 0.54081 0.03338 -2.3 2.0 4.5 -0.080
C -0.14822 1.44871 1.85788 1.5 -3.0 -3.1 0.196
O -2.16805 -1.97693 -0.66854 1.1 0.3 -0.8 -0.440
O -0.21950 -1.51927 -2.26405 -1.4 -0.6 0.6 -0.468
S -1.57724 -1.91826 -1.98554 -0.1 0.0 -0.1 0.895
H 1.83526 -0.67465 -1.82946 -0.4 1.0 2.7 0.045
H 0.45011 2.29918 1.74538 0.0 1.5 -0.2 -0.023
H 0.03751 0.87662 2.75175 0.0 -0.3 0.0 0.017
H -0.94675 1.12264 1.17549 0.1 0.9 0.7 0.015
```
Forces are in eV/Å.

- lowest unoccupied orbital energy (eV) = -1.064
- total energy (eV) = -18098.9994
- molar mass (g mol⁻¹) = 104.13
- ΔE to the lowest compared entry with this formula, charge and spin (eV) = 7.066
- gap between HOMO and LUMO (eV) = 8.4
- HOMO level (eV) = -9.4